A cluster of 3 separate species, C3H14NO2S in total at a distorted geometry, computed with ωB97M-V/def2-TZVPD.

Last column: Löwdin charge in e.
Atoms and positions in Å:
S 1.27 1.12 -1.56  0.739
O -1.11 -2.16 -1.45  -0.045
O -3.45 -0.65 0.25  -0.049
N -0.43 -0.30 0.69  0.169
C 0.98 0.27 2.61  -0.047
C 1.74 0.68 0.16  -0.530
C 0.67 0.72 1.21  -0.374
H 0.99 -0.82 2.76  0.094
H -0.62 -1.15 1.25  0.163
H -1.86 -2.20 -2.05  0.057
H 2.34 1.53 0.61  0.110
H -3.23 -1.10 -0.58  0.022
H 0.22 0.52 3.37  0.102
H 2.48 1.45 -2.06  -0.112
H 1.99 0.60 2.87  0.100
H -0.27 -0.57 -0.31  0.082
H 2.54 -0.05 0.23  0.097
H -1.33 0.17 0.58  0.124
H -0.01 1.61 1.28  0.166
H -0.37 -2.61 -1.85  0.065
H -4.40 -0.82 0.32  0.064

Results
E_HOMO: -13.06 eV
energy above the lowest of the compared OMol25 structures with the same formula, charge and spin: 112.8 kJ/mol
E_LUMO: -2.95 eV
charge: +1
DFT total energy: -19751.6312 eV
strongest force on any atom: 4.20 eV/Å

---

A cluster of 2 separate species, C4H11NO3 in total at a distorted geometry, computed with ωB97M-V/def2-TZVPD.

Last column: Löwdin charge in e.
Atoms and positions in Å:
O 1.13 -1.43 2.01  -0.098
O 2.49 2.77 -0.49  0.015
O -6.34 -3.66 -0.30  -0.129
N 1.41 0.90 0.18  0.061
C 0.74 1.95 -1.97  -0.016
C 0.71 -0.36 -0.05  -0.155
C 1.63 1.90 -0.73  -0.510
C 0.07 -0.90 1.23  -0.236
H -0.59 -1.71 1.06  0.098
H -6.21 -3.71 0.67  0.029
H 1.94 1.00 0.98  0.105
H 1.40 1.78 -2.92  0.122
H -0.12 -0.23 -0.71  0.098
H 0.30 3.00 -2.00  0.106
H 1.92 -0.86 2.03  0.086
H -0.14 1.38 -2.11  0.037
H 1.46 -1.07 -0.45  0.138
H -6.37 -2.63 -0.51  0.100
H -0.56 -0.30 2.00  0.148

Results
E_HOMO: -9.81 eV
energy above the lowest of the compared OMol25 structures with the same formula, charge and spin: 213.6 kJ/mol
E_LUMO: 0.54 eV
charge: 0
DFT total energy: -11957.8955 eV
strongest force on any atom: 3.51 eV/Å

---

A cluster of 5 separate species, C27H65N4O7 in total, computed with ωB97M-V/def2-TZVPD.

Last column: Löwdin charge in e.
Atoms and positions in Å:
O 4.37 -0.58 -6.31  0.150
O -3.33 1.62 -3.01  -0.192
O -0.66 0.63 2.41  -0.182
O 2.98 0.17 -4.89  -0.102
O -0.93 -0.71 7.20  -0.184
O 1.71 -2.92 4.68  -0.172
O -0.06 -2.11 -7.41  -0.171
N 0.99 0.52 -3.66  -0.136
N 4.29 3.85 -4.28  0.011
N 3.74 -0.94 -5.43  0.022
N 0.62 1.07 -0.79  -0.024
C -0.04 -1.81 7.37  -0.281
C 2.79 -5.14 4.86  -0.072
C -4.24 1.71 -5.30  -0.072
C 1.23 1.91 -3.02  -0.194
C 3.55 3.08 -3.28  -0.289
C -0.31 -0.48 -5.67  -0.123
C -4.11 0.95 -3.99  -0.280
C 1.65 1.79 -1.56  -0.161
C 0.66 -3.19 2.49  -0.073
C -0.46 -3.40 -7.02  -0.093
C -0.80 0.33 3.80  -0.264
C 0.66 1.04 7.87  -0.073
C -0.81 3.09 2.62  -0.073
C 1.57 -4.26 5.12  -0.281
C -3.82 2.88 -2.57  -0.276
C -5.19 2.80 -1.92  -0.072
C 2.17 2.80 -3.85  -0.131
C -0.11 -2.45 8.75  -0.069
C 0.65 -1.40 -6.43  -0.235
C 0.56 -0.29 -1.32  -0.177
C -0.70 0.39 8.05  -0.272
C 2.26 -0.27 -3.78  -0.134
C 0.30 0.73 -4.98  -0.091
C 1.86 -2.72 3.30  -0.283
C 0.05 -0.22 -2.73  -0.084
C -2.23 0.09 4.24  -0.062
C -1.32 1.81 1.97  -0.293
H -0.87 0.36 -2.74  0.140
H 0.28 3.14 2.55  0.079
H 0.48 -3.37 8.76  0.073
H -0.35 -2.54 6.62  0.109
H -4.84 2.61 -5.19  0.073
H 0.67 -4.72 4.69  0.113
H -5.45 3.77 -1.48  0.082
H 0.40 -4.06 -6.90  0.093
H -0.15 -1.21 -3.12  0.133
H 0.58 -4.27 2.46  0.071
H -0.26 -2.79 2.92  0.076
H -0.96 -1.07 -5.03  0.108
H 2.63 1.32 -1.44  0.121
H -0.33 1.12 4.41  0.106
H -2.23 -0.28 5.26  0.064
H -0.96 -0.06 -6.44  0.138
H 3.69 -4.65 5.24  0.084
H 0.99 1.20 -5.67  0.127
H 2.78 -3.17 2.91  0.111
H 0.29 -1.79 9.52  0.069
H -1.10 -3.80 -7.80  0.095
H 1.71 2.81 -1.18  0.142
H 1.40 -4.19 6.20  0.107
H -4.72 1.08 -6.05  0.082
H 4.42 3.33 -5.13  0.071
H -5.10 0.71 -3.59  0.113
H 0.83 1.27 6.82  0.070
H -2.40 1.72 2.09  0.111
H 1.97 -1.64 3.19  0.112
H -0.15 -0.87 -0.74  0.137
H -3.09 3.23 -1.85  0.115
H 2.00 -1.32 -3.89  0.139
H 2.93 -5.33 3.80  0.068
H -0.85 0.11 9.10  0.110
H -5.20 2.05 -1.13  0.085
H -1.03 -3.39 -6.08  0.088
H 1.13 -2.12 -5.76  0.111
H -1.12 1.84 0.90  0.088
H 0.24 2.36 -3.00  0.154
H 1.67 3.76 -3.99  0.135
H 0.96 1.01 0.16  0.114
H 2.84 -0.14 -2.88  0.130
H 0.71 1.97 8.44  0.078
H -3.25 2.01 -5.67  0.071
H -5.98 2.55 -2.64  0.071
H -0.21 -0.57 3.95  0.102
H 0.74 -2.84 1.46  0.063
H 5.19 4.13 -3.91  0.076
H 3.50 3.68 -2.38  0.117
H -3.83 3.59 -3.40  0.110
H -2.71 -0.65 3.59  0.083
H -0.49 1.45 -4.78  0.139
H 1.53 -0.79 -1.24  0.124
H -1.08 3.15 3.68  0.070
H -1.24 3.96 2.12  0.076
H 1.42 -0.81 -6.94  0.123
H 4.06 2.13 -3.05  0.106
H -1.14 -2.69 9.01  0.085
H 2.67 -6.10 5.36  0.080
H -1.49 1.11 7.80  0.118
H 1.47 0.40 8.21  0.070
H -3.60 0.00 -4.16  0.108
H 0.98 -1.52 7.12  0.109
H -2.83 1.00 4.21  0.071
H 2.32 2.41 -4.85  0.093

Results
E_HOMO: -11.03 eV
energy above the lowest of the compared OMol25 structures with the same formula, charge and spin: 24.7 kJ/mol
E_LUMO: -3.29 eV
charge: +1
DFT total energy: -49334.9245 eV
strongest force on any atom: 0.79 eV/Å